2 unconnected molecules or ions with the total composition C26H45BF7IN7O2. Source: OMol25; level of theory: the ωB97M-V functional and the def2-TZVPD basis.

**LUMO energy**: -2.586 eV
**Energy**: -70012.9097 eV
**Net charge**: +1
**Spin multiplicity**: 1
**HOMO energy**: -11.21 eV

Element x y z (Å)
N: 4.823 -2.562 2.794
C: 5.711 -2.256 1.931
N: 7.038 -2.827 1.888
N: 5.473 -1.347 0.906
C: 4.071 -0.972 0.737
C: 3.787 -0.582 -0.745
C: 2.760 -1.491 -1.421
C: 1.341 -0.892 -1.468
C: 0.793 -0.577 -0.069
C: -0.045 -1.707 0.565
B: 0.666 -3.161 0.524
N: 0.754 -3.957 -0.686
O: 1.235 -3.669 1.653
N: -1.359 -1.831 -0.130
C: -2.178 -0.569 -0.187
C: -2.216 -0.254 -1.704
C: -3.048 -1.236 -2.548
N: -2.226 -1.709 -3.690
C: -3.572 -0.874 0.309
C: -3.778 -1.762 1.330
C: -5.011 -2.041 1.825
C: -6.114 -1.417 1.316
C: -5.933 -0.540 0.285
C: -4.686 -0.279 -0.197
C: -1.464 0.555 0.626
C: -2.300 1.822 0.822
F: -1.543 2.932 1.001
F: -3.046 2.136 -0.268
C: -3.283 1.821 2.061
F: -3.300 0.661 2.746
F: -4.535 2.056 1.643
C: -3.000 2.949 3.112
F: -3.864 2.694 4.129
F: -3.299 4.156 2.657
F: -1.777 2.870 3.628
C: 0.011 0.794 0.126
I: 1.072 1.613 1.889
C: 0.100 1.760 -1.054
C: 1.423 2.550 -1.250
C: 1.357 4.027 -0.763
C: 2.567 4.480 0.057
C: 3.942 4.031 -0.500
N: 4.551 2.997 0.369
H: 5.226 -3.258 3.416
H: 6.968 -3.822 2.058
H: 7.601 -2.421 2.626
H: 6.085 -0.544 0.946
H: 3.420 -1.796 1.000
H: 3.869 -0.086 1.343
H: 3.569 0.480 -0.839
H: 4.732 -0.739 -1.264
H: 2.775 -2.508 -1.036
H: 3.049 -1.575 -2.469
H: 1.406 -0.075 -2.180
H: 0.733 -1.663 -1.953
H: 1.661 -0.599 0.577
H: -0.150 -1.485 1.624
H: -0.126 -4.417 -0.902
H: 1.474 -4.657 -0.544
H: 1.536 -2.961 2.242
H: -1.119 -2.145 -1.074
H: -1.876 -2.609 0.285
H: -1.206 -0.327 -2.104
H: -2.550 0.754 -1.922
H: -3.346 -2.125 -1.973
H: -3.965 -0.791 -2.931
H: -2.761 -2.354 -4.261
H: -1.447 -2.249 -3.323
H: -2.923 -2.260 1.784
H: -5.142 -2.729 2.646
H: -7.107 -1.586 1.697
H: -6.783 -0.026 -0.137
H: -4.592 0.435 -0.998
H: -1.301 0.224 1.650
H: -0.056 1.253 -2.001
H: -0.681 2.513 -1.048
H: 1.568 2.615 -2.330
H: 2.294 2.031 -0.861
H: 0.478 4.091 -0.121
H: 1.197 4.695 -1.605
H: 2.566 5.572 0.039
H: 2.505 4.212 1.105
H: 4.591 4.906 -0.510
H: 3.818 3.675 -1.520
H: 4.936 2.265 -0.214
H: 5.287 3.398 0.930
O: -5.801 0.101 -3.208
H: -6.354 -0.684 -3.289
H: -6.168 0.717 -3.853

Atomic partial charges in e from the Mulliken method, atoms 1 to 5: -0.583 0.190 -0.604 -0.247 -0.141